# 1
9
Properties=species:S:1:pos:R:3:forces:R:3:mulliken_charge:R:1 method="wB97M-V/def2-TZVPD" total_energy_ha=-1505.441386 orbital_gap_ev=9.14 lumo_energy_ev=0.2 charge=0 de_lowest_ev=0.0329 homo_energy_ha=-0.32669
C 0.3210 -0.0793 1.1673 0.218 1.738 0.811 -0.297
C -0.6054 0.0791 -0.1003 -0.235 -0.283 0.565 0.556
N 1.5770 -0.0153 0.9075 -0.732 -0.890 0.133 -0.281
N 0.2411 0.0513 -1.1998 1.788 -0.323 0.017 -0.331
S 1.9498 -0.0856 -0.6708 -1.049 0.397 -0.834 0.121
Cl -1.8829 -1.1587 -0.1560 -0.093 -1.162 0.118 -0.189
Cl -1.6867 1.5813 -0.1395 0.648 0.509 0.470 -0.213
H 0.0860 -0.0044 2.3011 -0.444 -0.269 -2.378 0.333
H 0.0001 -0.3685 -2.1095 -0.101 0.283 1.098 0.300

# 2
9
Properties=species:S:1:pos:R:3:forces:R:3:mulliken_charge:R:1 method="wB97M-V/def2-TZVPD" total_energy_ha=-1060.309672 orbital_gap_ev=8.05 lumo_energy_ev=5.4 charge=-2 de_lowest_ev=0.0874 homo_energy_ha=-0.09578
O -12.0057 -1.4032 -1.1036 0.264 0.431 -0.680 -0.495
O -12.0284 -1.0574 1.3540 0.256 0.608 0.522 -0.495
O 0.2808 1.8731 0.1898 -0.694 -0.229 0.127 -0.394
O 1.1816 -0.7391 0.1016 0.149 0.081 0.010 -0.688
O 0.4010 4.3501 0.0573 -0.506 0.596 0.056 -0.523
P -0.4997 3.1700 0.2510 1.320 -0.408 -0.184 -0.142
P -11.6159 -0.4919 0.0249 -0.594 -1.062 0.157 -0.010
H 1.0045 0.2305 0.1410 -0.128 -0.066 -0.011 0.479
H 0.3010 -1.1153 0.0449 -0.067 0.048 0.003 0.269

# 3
43
Properties=species:S:1:pos:R:3:forces:R:3:mulliken_charge:R:1 method="wB97M-V/def2-TZVPD" total_energy_ha=-3518.482015 orbital_gap_ev="7.20 / 4.33" lumo_energy_ev="-11.2 / -14.1" charge=+3 de_lowest_ev=1.8162 homo_energy_ha="-0.67584 / -0.67668" spin_multiplicity=3
O 1.6582 2.5533 -3.0934 -1.041 -2.367 -1.988 -0.035
C 1.0786 1.7166 -3.6133 1.821 3.184 2.736 0.140
Au -0.7806 0.8277 -3.5324 1.272 -0.669 -0.357 0.674
O 3.6607 -2.5406 -4.1677 -2.306 1.747 -3.059 -0.155
C 3.0252 -2.0583 -5.0125 2.279 -1.723 3.096 0.157
C -2.0758 0.4929 -4.9829 -9.465 1.219 -1.987 0.201
O -3.2210 0.6636 -5.2634 7.509 -1.322 1.113 -0.084
C -0.6659 -1.4919 -2.4103 -1.526 -2.338 -1.269 0.283
O -1.1410 -2.5285 -2.5855 1.345 2.548 0.712 -0.131
C -1.1737 -3.1304 3.4500 -1.129 -0.506 -0.226 -0.462
C -2.1345 -2.9388 2.4628 0.328 -0.494 1.385 -0.691
C -1.8226 -2.1525 1.3353 -0.378 -0.017 -0.493 -0.196
C -0.5331 -1.6092 1.1924 1.076 -0.197 0.609 0.383
C 0.4247 -1.7950 2.1908 -0.525 1.111 -2.614 0.248
C 0.1182 -2.5674 3.3010 -0.537 -1.017 2.057 -0.592
As -0.2088 -0.4771 -0.3335 1.149 1.608 2.166 0.767
C -1.3445 1.0445 0.1016 -0.234 -0.402 0.141 0.944
C -2.3224 1.4586 -0.8043 0.436 1.231 1.966 -0.981
C -3.1801 2.4903 -0.4154 -0.421 0.036 -0.315 -0.749
C -3.1087 3.0569 0.8709 0.019 -0.178 -0.817 -0.598
C -2.1334 2.6226 1.7666 0.032 -0.411 -0.399 -0.764
C -1.2542 1.5946 1.3973 0.182 -0.150 0.214 -0.167
C 1.6186 0.1161 -0.0895 0.231 -0.465 -0.515 0.481
C 1.9286 1.4120 0.3379 -0.457 0.205 -0.079 -0.172
C 3.2772 1.7616 0.5407 -1.350 0.214 0.053 -0.741
C 4.2738 0.8518 0.2774 0.186 -0.719 -0.239 -0.529
C 3.9551 -0.4465 -0.1767 0.550 0.046 0.156 -0.750
C 2.6367 -0.8244 -0.3557 -0.031 0.530 0.166 -0.575
H -1.4157 -3.7360 4.3365 0.189 0.369 -0.463 0.443
H -3.1338 -3.3549 2.5681 0.191 0.018 0.010 0.461
H -2.5919 -1.9611 0.5672 0.342 -0.141 0.504 0.406
H 1.3931 -1.3439 2.0951 0.384 0.109 -0.019 0.467
H 0.8575 -2.7232 4.1031 -0.281 0.036 -0.516 0.457
H -2.3721 1.0154 -1.7544 -0.498 -0.651 -1.346 0.739
H -3.9417 2.8189 -1.1368 0.338 -0.014 0.498 0.414
H -3.8170 3.8459 1.1345 0.286 -0.286 0.014 0.448
H -2.0805 3.0639 2.7527 0.108 -0.048 0.022 0.456
H -0.5054 1.2348 2.1329 -0.559 0.271 -0.612 0.465
H 1.1005 2.1186 0.5250 0.795 -0.244 -0.115 0.454
H 3.4852 2.7576 0.9090 0.164 -0.031 -0.036 0.474
H 5.3110 1.1399 0.4243 -0.120 -0.123 -0.057 0.455
H 4.7694 -1.1566 -0.3683 -0.440 0.291 0.048 0.456
H 2.3857 -1.8216 -0.6772 0.087 -0.259 -0.147 0.499

# 4
97
Properties=species:S:1:pos:R:3:forces:R:3:mulliken_charge:R:1 method="wB97M-V/def2-TZVPD" total_energy_ha=-2108.707130 orbital_gap_ev=8.25 lumo_energy_ev=0.7 charge=0 de_lowest_ev=0.4146 homo_energy_ha=-0.27858
O 0.5926 0.9546 3.2271 1.005 0.233 0.301 -0.056
O -1.6129 1.8279 2.2956 -1.236 1.414 0.760 0.230
C 1.2612 -0.1429 3.8598 -0.419 0.031 -0.491 -0.130
C 2.5748 0.2051 4.5309 0.215 -0.164 0.044 -1.253
H 1.4065 -0.9432 3.1122 0.088 0.075 0.223 0.158
H 0.5363 -0.5164 4.5940 0.154 0.102 -0.117 0.366
H 3.4051 0.2022 3.8160 -0.118 0.123 0.166 0.177
H 2.7883 -0.5653 5.2783 0.070 0.108 -0.047 0.439
H 2.5283 1.1744 5.0388 -0.035 -0.154 -0.063 0.254
C 1.3936 1.7439 2.3140 -0.144 -0.905 0.121 1.360
C 1.4350 3.1725 2.7772 0.109 0.340 0.011 -1.650
H 0.9197 1.6672 1.3231 0.176 0.070 0.185 -0.454
H 2.4055 1.3162 2.2222 -0.330 0.129 0.012 0.014
H 0.4323 3.6139 2.7504 0.264 -0.069 0.068 0.274
H 2.0891 3.7521 2.1175 -0.059 0.013 0.067 0.369
H 1.8308 3.2323 3.7982 -0.094 0.060 -0.182 0.267
C -2.3589 2.7158 1.4396 -0.036 -0.448 0.520 -0.691
C -2.1511 1.7642 3.6370 -0.047 -0.227 -0.626 0.064
C -1.4637 3.1603 0.3181 0.202 0.307 -0.323 -0.441
H -2.6967 3.5799 2.0341 0.044 -0.171 -0.226 0.439
H -3.2508 2.1822 1.0708 0.198 0.180 0.035 0.281
H -0.6512 3.7936 0.6925 -0.113 -0.139 -0.052 0.272
H -2.0431 3.7460 -0.4003 0.057 -0.020 0.020 0.455
H -1.0207 2.3182 -0.2227 -0.158 0.121 0.143 -0.458
C -1.6463 2.9007 4.4801 0.158 0.136 0.353 -1.334
H -1.8453 0.7954 4.0498 -0.044 0.312 -0.149 -0.287
H -3.2520 1.7807 3.5776 0.218 -0.071 0.001 0.533
H -0.5569 2.8470 4.5780 -0.309 0.030 -0.021 0.164
H -2.0896 2.8289 5.4766 0.020 0.085 -0.006 0.446
H -1.9328 3.8669 4.0523 0.099 -0.070 0.096 0.343
H -0.7809 0.5837 1.7737 -0.189 -2.535 -2.196 -1.897
N 2.1012 -1.3570 -1.8055 -0.179 0.039 -0.752 -0.137
C 2.3792 -1.6420 -3.0754 0.241 0.252 1.493 1.091
C 1.4367 -1.6222 -4.1113 -0.264 -0.074 -0.602 -2.356
C 0.1415 -1.0902 -4.0973 -0.313 -0.105 0.450 1.263
C 3.8074 -1.9540 -3.4559 0.201 -0.030 -0.285 -1.541
H 4.2774 -2.6535 -2.7525 -0.161 0.281 -0.089 0.238
H 4.4164 -1.0379 -3.4901 -0.162 -0.246 0.070 0.191
H 3.8210 -2.4048 -4.4530 0.096 0.100 0.159 0.479
C -0.5016 -0.7776 -5.4268 0.153 -0.116 -0.382 -1.524
H -0.7354 0.2927 -5.5225 0.008 -0.314 0.100 0.251
H -1.4300 -1.3470 -5.5770 0.201 0.233 0.117 0.243
H 0.1997 -1.0457 -6.2232 -0.228 0.109 0.064 0.480
N -0.5573 -0.8537 -2.9905 -0.228 -0.096 0.145 0.310
C 3.1081 -0.9763 -0.8829 0.832 -0.087 0.233 -0.367
C 3.6115 -1.9065 0.0586 -0.261 0.466 -0.305 1.614
C 3.2623 -3.3504 -0.0448 -0.167 -0.584 0.348 -1.117
C 4.4436 -1.4519 1.0786 0.168 0.360 -0.041 -0.996
H 4.7782 -2.1650 1.8356 -0.007 0.226 -0.227 0.356
C 4.8623 -0.1217 1.1189 -0.024 0.070 0.030 -0.814
H 5.5289 0.2192 1.9141 -0.188 -0.089 -0.215 0.436
C 4.4518 0.7684 0.1242 0.116 -0.194 0.203 -0.805
H 4.8010 1.8031 0.1230 -0.039 -0.270 0.052 0.398
C 3.5884 0.3551 -0.8867 -0.282 -0.594 0.127 1.471
C 3.1849 1.3046 -1.9737 -0.155 0.439 -0.127 -1.566
C -1.8391 -0.2295 -3.0072 -0.346 0.251 -0.123 -0.266
C -3.0057 -1.0284 -2.9847 0.502 0.414 0.177 1.805
C -2.9221 -2.5005 -3.2574 -0.191 -0.401 -0.053 -1.503
C -4.2266 -0.4259 -2.6941 -0.054 0.245 -0.048 -0.781
H -5.1198 -1.0545 -2.6439 0.226 0.266 0.007 0.353
C -4.3075 0.9501 -2.4748 -0.030 0.065 -0.030 -1.105
H -5.2663 1.4076 -2.2229 0.274 -0.143 -0.082 0.399
C -3.1697 1.7494 -2.6092 -0.256 -0.241 -0.124 -0.681
H -3.2336 2.8329 -2.4842 -0.046 -0.309 -0.062 0.413
C -1.9350 1.1790 -2.9130 -0.029 -0.620 0.228 0.723
C -0.7150 2.0341 -3.0867 0.234 0.386 0.096 -0.906
Cd -0.0258 -1.6727 -0.9850 1.057 -0.623 -0.583 1.991
H 2.1800 -3.5191 0.1263 0.688 0.068 -0.219 -0.051
H 3.8072 -3.9142 0.7216 0.018 0.042 -0.191 0.433
H 3.5166 -3.7720 -1.0265 -0.041 0.124 0.167 0.223
H 2.1095 1.2561 -2.1926 0.271 -0.101 0.023 -0.093
H 3.7218 1.1054 -2.9144 -0.183 0.003 0.216 0.274
H 3.4234 2.3331 -1.6742 -0.033 -0.176 -0.115 0.457
H -3.9336 -2.9267 -3.2483 0.250 0.017 0.011 0.430
H -2.3270 -3.0520 -2.5141 -0.054 0.178 -0.239 0.212
H -2.4854 -2.7106 -4.2442 -0.044 0.062 0.295 0.320
H -0.1868 1.8193 -4.0262 -0.086 0.000 0.290 0.397
H 0.0064 1.9028 -2.2650 -0.159 -0.079 -0.252 -0.241
H -0.9995 3.0950 -3.1012 0.073 -0.243 -0.001 0.422
H 1.8041 -1.9365 -5.0855 -0.059 0.189 0.184 0.253
C -0.7304 -0.3447 0.9332 -0.320 1.019 1.569 1.365
Si -2.1619 -1.5161 1.4310 0.077 -0.060 0.038 0.452
H -0.8628 0.2232 -0.0033 0.095 0.045 0.052 -0.001
H 0.2902 -0.7097 1.1201 -0.003 -0.047 -0.221 0.396
C -1.8324 -2.0434 3.1995 -0.032 0.012 0.128 -1.154
C -2.4303 -3.1233 0.4735 0.290 -0.021 -0.078 -1.361
C -3.7642 -0.5613 1.2307 -0.187 0.151 0.217 -0.662
H -4.6108 -1.2632 1.2184 0.177 0.162 0.001 0.451
H -3.7847 0.0020 0.2880 0.015 -0.122 0.118 -0.096
H -3.9268 0.1437 2.0570 0.010 -0.097 -0.193 0.210
H -0.9860 -2.7436 3.2223 -0.163 0.129 -0.015 0.315
H -2.7139 -2.5587 3.6059 0.191 0.067 -0.051 0.423
H -1.5957 -1.1997 3.8575 -0.044 -0.202 -0.115 0.189
H -1.4896 -3.6885 0.3785 -0.308 0.118 -0.005 0.250
H -2.8661 -2.9575 -0.5204 0.013 -0.030 0.190 0.300
H -3.1343 -3.7505 1.0427 0.071 0.251 -0.118 0.457
F 0.5059 -3.3743 0.1764 -0.959 0.574 -0.277 -0.862